Molecular formula: C46H54BrI2N5O4Pb
Method: DFT, ωB97M-V/def2-TZVPD

Last column: Mulliken charge in e.
Cartesian coordinates (Å):
Pb 0.300 -1.992 0.320  1.717
O -4.455 -5.229 -0.805  -0.645
C -4.434 -4.346 -1.813  0.419
C -5.405 -4.486 -2.806  -0.617
C -5.467 -3.597 -3.857  -0.373
C -4.559 -2.539 -3.958  -0.772
C -3.578 -2.414 -3.005  -0.529
C -3.488 -3.310 -1.925  0.040
C -2.375 -3.133 -0.985  0.799
O -1.425 -2.346 -1.284  -0.444
N -2.451 -3.843 0.170  -1.395
N -1.495 -3.498 1.028  0.761
C -1.506 -3.934 2.232  -1.037
C -0.565 -3.380 3.210  0.666
C -0.639 -3.742 4.551  -0.868
C 0.197 -3.129 5.465  -0.526
C 1.084 -2.153 5.028  -1.031
C 1.100 -1.848 3.682  -0.477
N 0.309 -2.454 2.790  0.534
H -3.761 -4.963 -0.165  0.602
H -6.109 -5.305 -2.715  0.457
H -6.236 -3.720 -4.611  0.402
H -4.619 -1.841 -4.784  0.424
H -2.844 -1.621 -3.066  0.357
H -2.261 -4.639 2.568  0.397
H -1.352 -4.496 4.861  0.534
H 0.156 -3.403 6.512  0.463
H 1.753 -1.645 5.709  0.507
H 1.777 -1.091 3.294  0.631
C -1.421 5.715 1.090  -1.173
C -1.036 4.975 2.390  1.903
C -1.977 5.426 3.515  -2.092
C 0.407 5.336 2.780  -1.627
C -1.148 3.492 2.095  -0.500
C -0.210 2.884 1.311  -0.121
C -0.365 1.532 0.947  -1.365
N 0.434 0.871 0.168  0.367
C 1.271 1.272 -0.776  -1.129
C 1.066 2.361 -1.614  -0.309
C 1.977 2.641 -2.612  -0.570
C 3.066 1.717 -2.899  -0.223
C 3.291 0.571 -2.230  -0.417
C 2.438 0.326 -1.041  1.303
O 2.595 -0.614 -0.289  -0.609
C 4.325 -0.460 -2.660  2.365
C 3.563 -1.751 -3.026  -1.438
C 5.345 -0.748 -1.542  -1.732
C 5.097 0.007 -3.897  -2.256
C 1.812 3.910 -3.420  1.824
C 0.461 3.835 -4.165  -1.567
C 1.800 5.107 -2.446  -1.513
C 2.931 4.118 -4.445  -2.165
C -1.489 0.706 1.608  0.907
O -1.476 -0.496 1.494  -0.076
C -2.507 1.420 2.415  -0.416
C -2.307 2.733 2.596  -0.327
C -3.671 0.649 3.024  2.224
C -4.621 1.586 3.772  -2.282
C -4.473 -0.069 1.920  -1.664
C -3.118 -0.383 4.030  -1.383
H -1.390 6.792 1.269  0.464
H -0.727 5.480 0.279  0.055
H -2.433 5.454 0.767  0.359
H -1.772 6.471 3.745  0.467
H -3.029 5.362 3.227  0.401
H -1.824 4.851 4.432  0.468
H 0.448 6.392 3.050  0.463
H 0.742 4.754 3.642  0.399
H 1.114 5.183 1.962  0.316
H 0.650 3.425 0.939  0.815
H 0.189 2.978 -1.467  0.997
H 3.708 1.959 -3.729  0.787
H 3.064 -2.188 -2.158  0.239
H 2.818 -1.556 -3.804  0.325
H 4.269 -2.488 -3.416  0.431
H 4.876 -1.140 -0.641  0.248
H 6.060 -1.489 -1.904  0.489
H 5.902 0.156 -1.283  0.395
H 4.440 0.183 -4.753  0.454
H 5.675 0.913 -3.698  0.457
H 5.800 -0.775 -4.184  0.432
H -0.386 3.775 -3.480  0.334
H 0.343 4.737 -4.769  0.456
H 0.427 2.972 -4.833  0.394
H 0.947 5.071 -1.764  0.246
H 2.718 5.145 -1.855  0.373
H 1.729 6.031 -3.022  0.497
H 2.950 3.329 -5.200  0.457
H 2.758 5.060 -4.965  0.439
H 3.914 4.182 -3.971  0.449
H -3.032 3.282 3.174  0.557
H -5.057 2.340 3.111  0.453
H -5.440 0.997 4.184  0.430
H -4.129 2.089 4.610  0.438
H -4.899 0.654 1.219  0.389
H -3.867 -0.782 1.362  0.195
H -5.297 -0.616 2.379  0.456
H -2.439 0.089 4.747  0.341
H -3.950 -0.814 4.590  0.523
H -2.590 -1.195 3.527  0.125
Br 5.380 -4.520 2.769  -0.143
C 4.189 -4.650 1.322  -0.474
C 4.392 -5.557 0.297  -0.128
C 3.474 -5.589 -0.740  -0.792
C 2.392 -4.730 -0.710  -0.327
N 2.196 -3.860 0.288  0.197
C 3.085 -3.818 1.284  0.026
H 5.246 -6.223 0.311  0.483
H 3.595 -6.278 -1.566  0.477
H 1.652 -4.734 -1.506  0.367
H 2.926 -3.096 2.076  0.317
I 0.191 -3.410 -4.137  0.141
I -1.710 -5.164 -4.736  -0.095

The calculation puts the max |F| at 0.0160 hartree/bohr. The total energy is -155697.254 eV. As for the net charge: +2. Its gap between HOMO and LUMO is 3.45 eV. Its LUMO energy is -8.3375 eV.


Molecular formula: C32H25AsF6N4O7Zr
Method: DFT, ωB97M-V/def2-TZVPD

Last column: Mulliken charge in e.
Cartesian coordinates (Å):
Zr -0.021 -0.414 -0.040  0.240
O -4.125 -1.146 2.469  -0.463
C -2.970 -0.488 2.313  -0.168
O -2.874 0.669 2.019  -0.501
C -1.800 -1.379 2.654  0.789
C -2.005 -2.505 3.432  -0.516
C -0.912 -3.231 3.875  -0.811
C 0.352 -2.765 3.575  -0.609
C 0.467 -1.653 2.772  0.867
N -0.580 -0.985 2.274  0.101
C 1.801 -1.018 2.527  -0.171
O 2.842 -1.435 2.902  -0.501
O 1.594 0.178 1.861  0.759
H -4.849 -0.524 2.289  0.410
H -3.013 -2.789 3.693  0.590
H -1.045 -4.123 4.472  0.503
H 1.252 -3.239 3.945  0.602
O -3.758 -0.621 -1.424  -0.631
C -2.777 -0.234 -0.852  0.061
O -1.948 -0.985 -0.133  -0.663
C -2.344 1.213 -0.905  0.989
C -3.081 2.124 -1.660  -1.408
C -2.691 3.432 -1.639  -1.249
C -1.655 3.833 -0.768  1.304
C -1.294 5.192 -0.593  -0.792
C -0.376 5.545 0.352  -1.071
C 0.198 4.559 1.186  -0.389
C -0.103 3.240 1.011  -0.758
C -0.997 2.849 -0.001  -0.458
N -1.279 1.516 -0.182  2.353
H -3.931 1.765 -2.222  0.707
H -3.201 4.177 -2.238  0.517
H -1.786 5.943 -1.199  0.481
H -0.108 6.584 0.487  0.418
H 0.881 4.851 1.973  0.512
H 0.294 2.485 1.676  0.626
C 1.683 1.501 -5.010  -0.724
C 2.155 0.343 -4.408  -0.668
C 2.083 0.192 -3.028  -0.162
C 1.518 1.187 -2.250  0.050
C 1.083 2.364 -2.843  0.150
C 1.157 2.517 -4.218  -0.979
N 1.474 1.016 -0.806  0.996
N 2.195 2.036 -0.337  -1.097
C 2.717 2.082 0.933  0.056
C 3.550 3.197 1.156  -0.323
C 4.206 3.390 2.350  -0.894
C 4.042 2.472 3.384  -0.775
C 3.210 1.380 3.210  -1.010
C 2.565 1.201 2.000  0.527
H 1.750 1.624 -6.083  0.397
H 2.607 -0.437 -5.008  0.478
H 2.504 -0.685 -2.557  0.355
H 0.722 3.170 -2.216  0.552
H 0.823 3.442 -4.673  0.413
H 3.663 3.885 0.327  0.514
H 4.852 4.248 2.480  0.421
H 4.554 2.605 4.327  0.448
H 3.069 0.683 4.022  0.502
F -0.042 -2.761 0.240  -0.499
As 1.531 -3.269 -0.524  2.102
F 0.860 -2.503 -1.915  -0.418
F 1.944 -1.540 -0.060  -0.490
F 3.033 -3.432 -1.260  -0.462
F 2.051 -3.769 1.005  -0.487
F 0.900 -4.763 -0.968  -0.464
C -1.683 -2.392 -3.088  -1.422
C -1.228 -0.976 -3.153  0.860
C -1.559 -0.181 -4.365  -1.227
O -0.604 -0.420 -2.244  0.750
H -2.695 -2.456 -3.491  0.459
H -1.650 -2.795 -2.083  0.103
H -1.028 -2.981 -3.737  0.431
H -2.615 0.102 -4.280  0.336
H -1.463 -0.791 -5.264  0.413
H -0.942 0.712 -4.427  0.118

The calculation puts the max |F| at 0.0286 hartree/bohr. The total energy is -132308.392 eV. As for the net charge: +1. Its gap between HOMO and LUMO (alpha / beta) is 5.35 / 6.96 eV. As for the spin multiplicity: 2. Its LUMO energy (alpha / beta) is -4.0073 / -4.0762 eV.


Calculated molar mass (Da), listed in the same order as above: 1281.88, 857.71